# 1
108
Properties=species:S:1:pos:R:3:forces:R:3 method="wB97M-V/def2-TZVPD" charge=+2 multiplicity=3 homo_energy_ev="-11.55 / -11.68" total_energy_ha=-4863.452752 homo_lumo_gap_ha="0.2499 / 0.2441"
Sb 0.692 3.026 0.421 0.346 1.574 0.708
V -0.472 -0.845 0.149 -1.090 0.416 1.097
S -0.700 -1.087 4.565 0.224 0.193 -0.587
S 1.787 0.738 -1.428 0.175 -0.893 1.017
F 1.744 -7.351 0.802 -0.189 0.144 0.110
F 3.579 -6.462 0.113 0.120 0.224 0.050
F 2.060 -7.029 -1.302 -0.156 0.178 -0.124
F -2.786 5.866 -1.567 -0.036 -0.003 0.093
O -2.637 -1.925 0.761 0.488 -0.114 0.447
O -1.777 -1.303 -1.171 0.102 -0.658 -1.304
O 2.961 1.090 -0.623 -0.005 0.103 -0.685
O -1.476 1.173 -0.242 -0.229 -0.518 0.089
N -0.049 -0.650 2.102 -0.671 0.240 1.052
N -7.245 8.333 -1.372 -0.231 0.458 0.020
N -5.531 1.276 -0.258 0.064 -0.480 0.182
N 0.814 -0.123 -0.606 3.239 1.883 -2.660
N 0.464 -2.606 0.218 0.587 -1.420 -0.231
N -5.616 6.013 -1.138 -0.108 0.311 -0.100
C 2.411 -0.287 2.340 -0.061 -0.067 -0.006
C -6.962 1.300 -0.099 -0.416 0.050 -0.098
C 4.104 2.852 3.147 0.104 0.101 0.045
C 0.249 -4.981 -0.017 0.382 0.091 0.080
C -3.510 0.022 -0.299 0.443 -0.090 -0.209
C 1.951 5.245 -1.339 -0.054 -0.124 -0.105
C 1.904 2.824 2.197 -0.420 0.065 -0.463
C -4.862 0.097 -0.193 0.264 -0.015 0.064
C 1.795 -2.755 0.226 0.365 -0.014 0.061
C -4.855 2.436 -0.569 0.651 0.513 -0.104
C 3.560 2.671 4.409 -0.021 0.056 0.033
C 2.045 -0.818 5.083 0.118 -0.025 0.009
C -5.531 3.647 -0.741 0.002 0.066 -0.017
C -7.612 0.549 1.022 -0.008 -0.010 0.042
C 1.804 5.885 0.969 0.084 0.218 0.045
C -1.496 5.079 1.327 0.111 0.088 0.121
C 2.187 2.564 4.564 -0.023 0.060 0.103
C -1.079 3.764 1.448 0.686 -0.204 -0.355
C -7.739 7.115 -0.681 -0.141 -0.745 0.661
C -0.280 -3.708 0.108 -0.433 -0.730 -0.042
C -7.549 2.044 1.068 0.015 -0.028 0.009
C -6.253 7.966 -2.417 0.766 -0.153 -0.495
C -4.874 4.835 -1.035 0.280 -0.622 0.015
C -2.712 1.204 -0.425 -0.583 0.072 -0.020
C -3.525 4.557 2.502 -0.134 0.091 -0.071
C 0.977 -0.824 4.199 -0.278 0.012 -0.436
C -3.451 2.417 -0.714 -0.151 -0.037 -0.067
C -5.092 7.199 -1.781 -0.145 0.063 -0.283
C 1.580 4.959 -0.036 -0.581 -0.849 0.280
C 3.473 -0.298 3.220 -0.104 -0.085 -0.195
C -2.615 -1.199 -0.236 -3.538 0.385 -0.101
C 2.771 7.385 -0.639 0.030 -0.002 -0.101
C 2.394 7.099 0.664 0.024 0.090 0.179
C -1.891 2.853 2.108 -0.020 -0.123 0.142
C 1.134 -0.586 2.818 0.805 -0.105 0.893
C -3.484 4.757 -1.248 0.107 -0.236 -0.030
C -2.712 5.474 1.859 -0.056 0.144 0.021
C -1.056 -0.876 2.903 -0.283 -0.114 1.030
C 3.304 -0.574 4.578 -0.254 -0.188 0.086
C 2.261 -6.497 -0.091 0.161 -0.477 -0.032
C 2.415 -3.988 0.156 -0.202 -0.221 -0.016
C -2.793 3.585 -1.102 -0.243 0.200 -0.069
C 3.278 2.932 2.040 -0.028 -0.049 -0.011
C 1.355 2.637 3.457 -0.005 0.018 0.022
C 2.552 6.456 -1.642 0.054 0.042 -0.132
C -6.546 6.365 -0.088 -0.079 -0.021 -0.085
C 1.631 -5.128 0.023 -0.133 0.365 0.003
C -3.113 3.241 2.628 -0.029 -0.118 0.121
H -5.890 8.869 -2.910 -0.123 0.036 0.123
H -0.866 5.795 0.817 -0.015 0.098 -0.041
H 4.456 -0.061 2.851 0.140 0.020 -0.075
H 4.157 -0.586 5.240 0.051 0.060 0.020
H 3.693 3.068 1.051 0.133 0.050 -0.018
H -3.746 2.529 3.140 -0.011 -0.088 0.060
H 1.778 4.511 -2.118 0.040 0.035 -0.092
H -6.863 2.494 1.770 0.152 -0.027 0.034
H -3.019 6.506 1.766 -0.061 0.144 0.029
H -6.792 8.950 -0.684 -0.145 -0.065 -0.142
H -0.406 -5.830 -0.141 -0.036 -0.030 0.056
H 2.574 7.819 1.448 0.024 0.089 0.068
H -1.568 1.821 2.195 -0.081 0.006 0.069
H -8.565 0.086 0.826 -0.032 -0.043 -0.112
H -4.552 7.847 -1.072 0.008 -0.003 -0.077
H -6.602 3.659 -0.651 -0.158 0.029 -0.014
H 1.875 -0.984 6.134 0.067 -0.077 0.168
H 3.490 -4.053 0.199 0.078 0.015 -0.032
H -6.902 5.471 0.419 -0.063 0.072 0.017
H -6.993 -0.001 1.712 0.153 -0.005 0.052
H -1.353 -3.570 0.130 0.138 -0.006 -0.077
H -4.403 6.929 -2.578 -0.088 0.097 0.064
H 3.246 8.326 -0.874 0.036 0.087 0.002
H -7.490 1.344 -1.046 -0.027 0.008 0.061
H -8.254 6.489 -1.411 0.073 0.165 -0.052
H 2.393 -1.856 0.292 -0.112 -0.085 -0.015
H 2.555 -0.007 1.307 0.069 0.015 0.008
H 1.524 5.656 1.990 0.027 0.026 0.090
H 1.762 2.435 5.550 -0.023 -0.024 0.068
H 5.174 2.932 3.028 0.119 0.029 -0.016
H 4.204 2.606 5.274 0.062 0.030 0.061
H -1.726 3.569 -1.274 0.023 0.025 0.033
H -2.082 -0.977 2.587 0.026 0.013 -0.206
H -8.027 8.857 -1.780 0.171 -0.059 0.085
H -4.476 4.863 2.914 -0.092 0.062 0.076
H -8.444 7.397 0.102 0.049 0.154 -0.082
H -8.457 2.608 0.915 -0.093 -0.011 -0.082
H -5.466 -0.785 -0.038 -0.091 0.014 0.026
H 2.858 6.662 -2.657 0.030 0.069 -0.083
H 0.280 2.567 3.580 0.030 0.012 0.074
H -6.053 6.997 0.668 -0.041 0.004 0.052
H -6.755 7.338 -3.155 -0.066 0.083 0.124


# 2
96
Properties=species:S:1:pos:R:3:forces:R:3 method="wB97M-V/def2-TZVPD" charge=-1 homo_energy_ev="-1.95 / -1.95" total_energy_ha=-2915.590937 homo_lumo_gap_ha="0.1656 / 0.1640"
Sn 0.405 -0.107 -0.415 0.160 0.659 -0.498
P -1.497 -1.488 1.621 -0.101 -0.318 0.654
P -2.614 -0.539 -0.877 -0.692 0.412 -0.303
N -2.513 -1.870 0.224 0.183 0.307 -0.003
N 2.297 -0.813 0.316 0.444 0.482 0.019
N 2.799 0.924 1.898 0.433 0.295 0.238
C -4.551 -2.941 -3.680 -0.143 -0.158 -0.079
C -3.954 1.435 3.086 -0.256 -0.066 0.028
C -4.232 -3.885 3.700 -0.171 -0.158 0.219
C -3.633 -3.225 2.641 0.115 0.177 -0.087
C -4.232 -2.265 -4.848 0.059 0.156 -0.056
C 5.245 1.409 0.551 -0.020 -0.039 -0.017
C 2.560 -3.614 -2.027 0.065 -0.252 -0.138
C 2.516 1.197 4.757 0.026 -0.021 -0.032
C -5.398 -0.325 -0.150 0.173 0.176 -0.030
C -6.521 0.440 0.100 -0.239 -0.053 0.095
C -2.137 0.063 2.326 -0.039 0.005 -0.176
C 6.272 1.831 2.800 0.022 -0.002 0.078
C 1.881 1.933 1.571 -0.242 0.144 -0.182
C 5.155 1.513 2.042 -0.212 0.153 -0.084
C -2.988 -0.672 -3.565 0.093 0.022 0.245
C 3.154 -4.590 -1.236 0.016 -0.157 -0.383
C 2.911 -0.399 1.452 0.106 -0.744 0.575
C -3.502 0.285 2.467 0.062 0.119 0.149
C -1.800 -3.019 -0.347 0.197 -0.580 -0.180
C -4.107 -2.478 -2.454 0.101 0.165 -0.004
C -5.243 2.449 -0.202 -0.338 0.168 0.030
C 3.422 -2.974 0.547 -0.094 -0.366 -0.212
C -3.458 -1.115 -4.785 -0.196 -0.199 -0.276
C -1.688 2.078 3.552 -0.052 0.203 0.232
C 3.829 1.420 4.075 -0.133 -0.031 -0.338
C 4.965 1.735 4.804 0.124 0.052 0.062
C -1.233 0.954 2.890 -0.013 -0.146 0.013
C -3.676 -3.834 4.968 -0.100 -0.078 0.079
C 1.164 4.216 1.971 0.127 0.030 0.106
C 0.779 1.740 0.724 0.057 -0.436 -0.314
C 3.626 -4.262 0.011 0.000 0.149 0.259
C -3.299 -1.342 -2.384 0.032 -0.036 -0.139
C -6.450 1.826 0.078 0.131 0.185 -0.012
C 2.072 3.187 2.152 0.173 0.336 0.184
C -2.500 -3.127 5.177 -0.005 -0.018 0.150
C 3.927 1.306 2.682 0.562 0.190 0.459
C 6.182 1.938 4.177 0.009 -0.011 0.013
C -4.120 1.685 -0.450 0.150 -0.261 -0.039
C 3.871 -2.589 1.815 0.167 -0.157 0.181
C -4.178 0.294 -0.416 -0.301 0.107 -0.148
C 2.378 -2.335 -1.531 -0.162 0.090 -0.215
C -3.048 2.333 3.628 0.052 0.062 0.071
C 0.056 4.026 1.175 -0.208 0.214 -0.106
C 2.708 -2.020 -0.221 0.100 -0.469 -0.075
C -1.903 -2.474 4.120 -0.037 -0.007 -0.044
C 3.670 -1.275 2.217 -0.227 0.355 0.201
C -2.474 -2.490 2.849 0.282 -0.270 0.021
C -0.101 2.803 0.547 0.025 -0.091 -0.031
H 1.939 -1.573 -2.162 -0.029 -0.010 0.011
H 1.836 2.028 4.566 -0.085 0.030 0.003
H 6.200 1.787 0.192 0.036 0.035 -0.014
H -4.157 -4.339 5.795 -0.020 -0.045 0.011
H -2.058 -3.086 6.165 0.009 -0.008 0.013
H -2.233 -3.341 -1.292 0.003 -0.055 0.136
H -4.380 -3.012 -1.555 0.014 -0.024 0.106
H -3.168 2.154 -0.662 0.044 0.076 0.021
H 4.895 1.811 5.880 -0.028 0.012 0.100
H 1.339 5.163 2.466 0.003 0.061 -0.002
H 3.272 -5.596 -1.619 0.046 -0.048 -0.015
H -7.470 -0.032 0.315 -0.024 -0.095 0.004
H -1.852 -3.843 0.370 -0.015 -0.065 -0.081
H -0.176 0.748 2.821 0.083 0.017 0.003
H -5.016 1.623 3.163 -0.082 -0.008 0.027
H -3.213 -0.581 -5.693 0.042 0.039 -0.021
H 7.222 1.991 2.307 0.023 0.014 -0.054
H 4.086 -0.957 3.161 -0.005 0.073 -0.045
H -0.957 2.652 -0.099 -0.095 0.020 -0.079
H -0.991 2.760 4.016 0.121 0.044 -0.052
H 2.246 -3.843 -3.034 -0.035 -0.046 -0.133
H -5.149 -3.842 -3.734 -0.040 0.005 0.046
H -4.587 -2.630 -5.802 -0.006 -0.028 -0.026
H -5.185 3.530 -0.222 0.031 0.025 0.008
H -5.152 -4.435 3.544 -0.032 -0.045 -0.031
H 4.141 -4.992 0.622 0.006 -0.057 0.024
H 5.143 0.371 0.234 -0.036 -0.074 -0.057
H -0.738 -2.800 -0.531 -0.022 -0.040 -0.025
H 2.660 1.099 5.829 -0.050 -0.017 0.112
H 2.941 3.381 2.765 -0.003 0.012 0.008
H -0.985 -1.912 4.264 0.052 -0.016 0.083
H -7.331 2.422 0.277 -0.041 -0.016 0.012
H -3.405 3.216 4.140 -0.014 0.073 -0.005
H 2.047 0.293 4.375 -0.135 -0.112 -0.013
H -4.195 -0.463 2.112 -0.069 0.062 0.014
H 4.413 -3.284 2.441 0.026 -0.038 0.028
H -2.360 0.207 -3.504 0.097 0.061 -0.047
H 7.059 2.180 4.761 0.064 0.016 0.049
H -0.666 4.822 1.046 -0.077 0.016 -0.065
H 4.438 1.972 0.083 -0.030 0.000 -0.093
H -4.086 -3.250 1.660 0.002 0.023 -0.134
H -5.460 -1.402 -0.126 0.005 -0.161 0.016